1.
Here is a cluster of 8 separate species, C18H50ClO11 in total from the OMol25 dataset. Energies are from ωB97M-V/def2-TZVPD.

Each line ends with the Löwdin charge.
Geometry (Å):
Cl (-5.632, 21.785, 3.280)  0.646
O (-5.738, 22.999, 7.205)  -0.050
O (-4.975, 22.240, 2.094)  -0.338
O (-3.388, 25.589, 6.752)  -0.067
O (-4.970, 22.264, 4.457)  -0.342
O (-6.952, 22.342, 3.277)  -0.347
O (-9.002, 20.716, 4.919)  -0.066
O (-8.010, 19.679, 0.459)  -0.043
O (-4.896, 25.244, -2.250)  -0.071
O (-2.762, 19.409, 4.453)  -0.048
O (-5.719, 20.338, 3.340)  -0.359
O (-6.232, 18.775, 5.796)  -0.072
C (-5.801, 19.246, -0.387)  -0.067
C (-7.160, 24.784, 7.986)  -0.064
C (-11.164, 19.915, 4.231)  -0.052
C (-3.801, 23.632, -0.815)  -0.069
C (-2.887, 24.283, -3.043)  -0.067
C (-10.820, 22.314, 5.081)  -0.067
C (-1.611, 21.085, 3.299)  -0.059
C (-0.664, 20.045, 5.351)  -0.062
C (-1.665, 24.403, 5.600)  -0.058
C (-2.682, 25.533, 5.515)  -0.465
C (-7.294, 18.992, -0.547)  -0.503
C (-7.087, 22.572, 9.158)  -0.059
C (-7.650, 17.487, -0.499)  -0.056
C (-1.944, 20.535, 4.686)  -0.502
C (-10.251, 21.118, 4.340)  -0.484
C (-3.671, 25.441, 4.324)  -0.030
C (-6.993, 23.273, 7.801)  -0.493
C (-4.165, 24.002, -2.252)  -0.479
H (-4.147, 24.994, 6.741)  0.056
H (-10.027, 21.493, 3.335)  0.135
H (-7.193, 17.151, 0.431)  0.080
H (-3.282, 24.750, 3.572)  0.072
H (-11.640, 22.780, 4.528)  0.076
H (-8.018, 22.899, 9.611)  0.076
H (-8.211, 25.031, 8.161)  0.073
H (-6.103, 19.229, 4.947)  -0.013
H (-8.321, 21.266, 4.508)  0.041
H (-0.937, 21.944, 3.252)  0.068
H (-5.252, 25.385, -1.367)  0.078
H (-0.849, 24.658, 6.279)  0.073
H (-2.068, 23.448, 5.939)  0.070
H (-1.191, 20.239, 2.754)  0.080
H (-4.673, 23.432, -0.186)  0.065
H (-11.669, 19.885, 3.267)  0.074
H (-7.821, 22.868, 7.209)  0.129
H (-6.167, 22.682, 9.734)  0.081
H (-6.986, 19.229, 6.189)  0.017
H (-10.652, 18.957, 4.335)  0.078
H (-2.549, 21.402, 2.834)  0.058
H (-11.192, 22.119, 6.093)  0.075
H (0.119, 20.793, 5.445)  0.072
H (-7.221, 16.987, -1.369)  0.068
H (-4.805, 23.228, -2.683)  0.130
H (-10.061, 23.082, 5.251)  0.071
H (-3.282, 24.477, -0.351)  0.086
H (-3.152, 22.759, -0.740)  0.083
H (-4.573, 24.964, 4.707)  0.062
H (-5.659, 20.290, -0.695)  0.075
H (-2.394, 25.155, -2.624)  0.079
H (-11.874, 19.900, 5.065)  0.072
H (-3.623, 19.596, 4.055)  0.062
H (-2.434, 21.321, 5.266)  0.114
H (-5.819, 23.053, 6.244)  0.051
H (-2.280, 23.377, -3.066)  0.077
H (-0.935, 19.616, 6.322)  0.077
H (-8.730, 17.375, -0.544)  0.070
H (-6.834, 25.337, 7.100)  0.071
H (-7.446, 19.723, 1.242)  0.075
H (-5.267, 19.139, 0.556)  0.081
H (-6.538, 25.176, 8.793)  0.079
H (-0.253, 19.194, 4.801)  0.076
H (-5.274, 18.750, -1.213)  0.077
H (-7.082, 21.492, 8.968)  0.076
H (-1.194, 24.206, 4.628)  0.071
H (-7.484, 19.383, -1.552)  0.129
H (-3.861, 26.402, 3.855)  0.070
H (-3.182, 24.524, -4.068)  0.073
H (-2.127, 26.473, 5.424)  0.126

- energy (Eh) = -2003.45521
- ΔE to the lowest compared entry with this formula, charge and spin (kcal/mol) = 0.0
- charge = -1

2.
Here is a structure of composition C17H48N6O10V from the OMol25 dataset. Energies are from ωB97M-V/def2-TZVPD.

Each line ends with the Löwdin charge.
Geometry (Å):
V (-0.215, -2.701, -3.423)  0.925
O (1.593, -2.123, -4.151)  -0.307
O (3.866, 1.035, -0.176)  -0.069
O (-5.279, 0.338, -4.127)  0.005
O (-6.112, -2.938, 0.945)  -0.079
O (4.765, -3.344, 1.379)  0.019
O (-1.008, -1.190, -2.160)  -0.312
O (-0.056, 2.235, 6.778)  -0.051
O (-1.428, -2.801, -4.460)  -0.394
O (-0.369, 4.571, -2.309)  0.029
O (-0.114, -4.049, -2.596)  -0.398
N (-3.205, 0.559, -3.160)  0.160
N (-1.425, 2.908, -1.134)  0.162
N (2.637, -3.805, 0.699)  0.160
N (3.129, -1.780, 1.669)  0.171
N (-0.056, 2.381, -2.891)  0.160
N (-4.242, -1.433, -3.082)  0.160
C (2.915, -2.274, -2.111)  -0.069
C (2.519, -0.097, -3.311)  -0.062
C (1.179, 3.337, 5.015)  -0.062
C (2.684, -1.593, -3.465)  -0.562
C (-5.100, -0.735, 0.820)  -0.089
C (0.500, 2.046, 5.479)  -0.506
C (-1.546, -2.193, -0.016)  -0.058
C (-0.625, 3.399, -2.139)  -0.682
C (-0.566, 1.608, 4.507)  -0.052
C (2.974, 1.578, 0.831)  -0.460
C (-5.779, -1.865, 0.065)  -0.324
C (2.628, 2.984, 0.359)  -0.041
C (-1.080, -0.973, -0.796)  -0.582
C (3.605, -2.991, 1.235)  -0.680
C (-4.329, -0.133, -3.523)  -0.673
C (3.854, 1.612, 2.093)  -0.044
C (0.202, -0.434, -0.167)  -0.065
H (-4.937, -2.088, -3.380)  0.105
H (-1.779, 3.583, -0.484)  0.098
H (3.653, 0.694, 2.652)  0.050
H (0.436, 4.130, 4.903)  0.085
H (2.143, 0.910, 1.054)  0.094
H (1.945, 2.894, -0.494)  0.067
H (1.992, 3.652, 5.668)  0.079
H (2.037, 3.467, 1.147)  0.076
H (2.346, -1.355, 1.214)  0.049
H (-0.891, -3.070, -0.108)  0.068
H (-2.430, -0.013, -2.833)  0.046
H (-1.713, 1.945, -1.108)  0.064
H (-5.769, -0.250, 1.533)  0.069
H (0.655, 2.746, -3.505)  0.099
H (-0.157, 1.452, 3.510)  0.071
H (0.210, 1.536, -2.409)  0.044
H (3.419, 0.452, -3.001)  0.075
H (3.423, 2.354, 2.775)  0.059
H (1.711, 0.067, -2.596)  0.044
H (2.978, -4.587, 0.173)  0.105
H (1.685, -3.495, 0.678)  0.082
H (-6.648, -1.470, -0.474)  0.113
H (-3.602, -1.560, -2.320)  0.063
H (-1.089, 0.737, 4.893)  0.083
H (-3.178, 1.554, -3.262)  0.089
H (-4.779, 0.048, 0.124)  0.070
H (-1.270, 2.440, 4.408)  0.086
H (1.975, -2.307, -1.554)  0.037
H (1.304, 1.303, 5.561)  0.133
H (-4.195, -1.107, 1.301)  0.062
H (-1.857, -0.202, -0.607)  0.109
H (-6.825, -2.606, 1.499)  0.075
H (3.625, -1.687, -1.519)  0.079
H (3.295, -3.287, -2.223)  0.082
H (-5.117, -2.244, -0.709)  0.080
H (2.326, 0.372, -4.280)  0.084
H (-1.728, -1.949, 1.031)  0.076
H (1.596, 3.157, 4.020)  0.057
H (0.613, 0.434, -0.683)  0.050
H (3.567, -1.900, -4.049)  0.131
H (-2.438, -2.634, -0.480)  0.076
H (3.777, -1.254, 2.222)  0.078
H (0.957, -1.221, -0.120)  0.045
H (3.481, 3.605, 0.111)  0.089
H (0.009, -0.126, 0.868)  0.081
H (3.396, 1.070, -1.018)  0.044
H (0.407, 2.939, 7.235)  0.076
H (4.922, 1.735, 1.964)  0.087

- energy (Eh) = -2701.69709
- charge = -1

We obtain LUMO energy values of 2.67 2.01 eV for the records listed above, in that order.